Entry 1:
Entry from OMol25: a cluster of 2 separate species, H4N2O2Si in total at a distorted geometry (ωB97M-V/def2-TZVPD).

XYZ file:
```
9
Properties=species:S:1:pos:R:3:lowdin_charge:R:1
N 0.936 -0.774 -0.644 -0.107
H 0.044 1.936 -0.743 -0.052
N -1.459 -0.002 0.207 -0.518
O -2.379 0.846 0.170 -0.044
H 0.525 -1.562 -1.146 0.058
O -1.649 -1.059 0.717 0.024
H 1.989 1.145 1.852 0.005
Si 0.216 0.632 -0.101 0.622
H 1.779 -1.163 -0.312 0.012
```

Properties
Charge: 0
Kohn-Sham gap (alpha / beta) (Ha): 0.32390 / 0.27873
Energy above the lowest of the compared OMol25 structures with the same formula, charge and spin (kJ/mol): 367.4
LUMO (alpha / beta) (eV): -1.6 / -1.4

---

Entry 2:
Entry from OMol25: the molecule H4N2O2Si at a distorted geometry (ωB97M-V/def2-TZVPD).

XYZ file:
```
9
Properties=species:S:1:pos:R:3:lowdin_charge:R:1
O -1.966 0.481 -0.168 -0.035
H 1.456 1.294 0.258 -0.022
O -1.307 1.681 1.498 -0.027
N 0.425 -1.047 -1.021 -0.170
H -0.349 -0.805 -1.696 0.045
H 1.299 -1.338 -1.516 0.032
N -1.077 0.851 0.615 -0.480
Si 0.642 -0.040 0.427 0.672
H 0.877 -1.077 1.602 -0.016
```

Properties
Charge: 0
Kohn-Sham gap (Ha): 0.38841
Energy above the lowest of the compared OMol25 structures with the same formula, charge and spin (kJ/mol): 43.0
Structure (SMILES): N[SiH2][N+](=O)[O-]
LUMO (eV): 0.1

---

Entry 3:
Entry from OMol25: a cluster of 2 separate species, H4N2O3Si in total at a distorted geometry (ωB97M-V/def2-TZVPD).

XYZ file:
```
10
Properties=species:S:1:pos:R:3:lowdin_charge:R:1
H -1.609 1.544 0.063 0.002
N 2.280 -2.883 -1.575 -0.115
H -0.338 2.079 0.976 0.059
N -0.691 1.332 0.328 -0.092
O -0.447 -1.435 -0.529 -0.381
Si -0.147 -0.314 0.448 0.557
H 0.480 -2.556 -1.626 -0.030
O 1.053 -3.047 -2.153 0.022
O 3.168 -3.510 -2.076 0.006
H 0.526 -0.551 1.715 -0.029
```

Properties
Charge: 0
Kohn-Sham gap (Ha): 0.35663
Energy above the lowest of the compared OMol25 structures with the same formula, charge and spin (kJ/mol): 124.8
Structure (SMILES): N[SiH]=O.O=NO
LUMO (eV): 0.0

---

Entry 4:
Entry from OMol25: a cluster of 2 separate species, H4N3O in total at a distorted geometry (ωB97M-V/def2-TZVPD).

XYZ file:
```
8
Properties=species:S:1:pos:R:3:lowdin_charge:R:1
H 0.838 0.354 0.225 -0.003
N -0.740 0.831 -1.250 -0.239
H 0.764 -0.522 1.845 0.039
N -0.265 -1.275 0.324 -0.152
H -1.536 1.221 -0.488 0.012
O 0.383 1.264 -0.758 -0.452
H -0.231 -1.273 -0.713 -0.023
N 0.786 -0.600 0.815 -0.183
```

Properties
Charge: -1
Kohn-Sham gap (alpha / beta) (Ha): 0.27678 / 0.26206
Energy above the lowest of the compared OMol25 structures with the same formula, charge and spin (kJ/mol): 307.9
LUMO (alpha / beta) (eV): 5.3 / 5.3